No. 1
{
  "formula": "C9H22ClIO4Si2",
  "method": "wB97M-V/def2-TZVPD",
  "species": ["Si", "O", "Si", "Cl", "I", "H", "H", "H", "H", "C", "C", "O", "C", "H", "H", "H", "H", "H", "H", "C", "C", "O", "C", "H", "H", "H", "H", "H", "H", "C", "C", "O", "C", "H", "H", "H", "H", "H", "H"],
  "positions_angstrom": [[4.546, -0.240, -0.279], [2.908, -0.091, -0.520], [1.586, -0.537, 0.320], [1.345, -2.570, 0.169], [-0.333, 0.540, -0.646], [4.781, -1.378, 0.635], [5.058, 1.000, 0.330], [5.178, -0.481, -1.586], [1.695, -0.202, 1.740], [-3.431, -2.039, -0.908], [-4.657, -1.244, -1.284], [-5.095, -0.373, -0.570], [-5.301, -1.590, -2.604], [-3.050, -1.706, 0.054], [-3.670, -3.104, -0.868], [-2.659, -1.916, -1.671], [-5.598, -2.641, -2.610], [-4.581, -1.464, -3.415], [-6.169, -0.958, -2.775], [1.642, 4.115, -1.911], [1.049, 5.039, -2.945], [1.271, 6.226, -2.948], [0.155, 4.394, -3.978], [2.262, 4.676, -1.217], [0.844, 3.603, -1.371], [2.234, 3.337, -2.399], [-0.678, 3.890, -3.483], [0.708, 3.624, -4.520], [-0.220, 5.142, -4.670], [1.610, -2.520, 5.592], [0.980, -1.692, 4.500], [1.296, -0.539, 4.312], [-0.054, -2.382, 3.646], [2.340, -1.928, 6.137], [0.840, -2.886, 6.274], [2.089, -3.400, 5.159], [-0.859, -2.780, 4.267], [0.402, -3.233, 3.136], [-0.462, -1.691, 2.912]],
  "forces_ev_per_angstrom": [[-0.10, -0.02, 0.02], [-0.10, -0.07, 0.19], [0.30, 0.04, -0.07], [0.01, -0.04, -0.02], [-0.16, 0.09, -0.07], [0.05, 0.01, -0.03], [0.00, 0.00, -0.03], [0.00, 0.00, 0.00], [-0.02, 0.01, 0.00], [0.03, -0.02, 0.01], [-0.01, 0.03, 0.02], [0.02, -0.03, -0.03], [0.01, -0.02, -0.02], [0.00, -0.01, -0.01], [-0.02, 0.01, 0.01], [0.00, 0.00, 0.01], [-0.02, 0.01, 0.01], [-0.01, 0.02, 0.00], [0.00, 0.00, 0.00], [0.00, -0.01, 0.01], [0.01, 0.02, -0.01], [0.00, -0.04, 0.00], [-0.01, -0.03, 0.00], [0.00, -0.01, -0.01], [0.01, 0.01, 0.03], [0.01, 0.01, 0.00], [-0.01, 0.02, 0.00], [0.01, 0.02, -0.01], [0.00, -0.01, 0.00], [-0.01, -0.03, 0.01], [0.00, 0.04, -0.01], [0.00, -0.05, -0.01], [-0.02, -0.03, -0.02], [0.00, -0.01, 0.00], [0.00, 0.02, 0.01], [0.02, 0.01, 0.00], [0.01, 0.03, 0.02], [0.00, 0.01, -0.02], [0.00, 0.00, 0.01]],
  "smiles": "[SiH3]O[Si@H](Cl)I.CC(C)=O.CC(C)=O.CC(C)=O"
}

---

No. 2
{
  "formula": "C9H22N2S",
  "method": "wB97M-V/def2-TZVPD",
  "species": ["C", "C", "C", "C", "C", "C", "C", "C", "C", "N", "N", "S", "H", "H", "H", "H", "H", "H", "H", "H", "H", "H", "H", "H", "H", "H", "H", "H", "H", "H", "H", "H", "H", "H"],
  "positions_angstrom": [[2.112, -0.100, -2.968], [0.993, 1.871, 2.145], [-1.006, 2.572, 0.817], [-2.727, -2.165, 0.842], [-0.865, -2.218, -0.814], [1.161, 0.544, -1.989], [1.415, 0.118, -0.490], [0.292, 1.866, 0.762], [-1.715, -1.322, 0.177], [0.575, -1.703, 1.654], [0.207, 0.514, 0.229], [-0.547, -0.623, 1.404], [1.952, 0.263, -3.944], [3.087, 0.114, -2.638], [1.931, -1.198, -2.806], [0.245, 1.780, 2.848], [1.796, 1.127, 2.152], [1.538, 2.824, 2.385], [-1.773, 1.852, 1.137], [-1.329, 2.986, -0.268], [-0.981, 3.434, 1.495], [-2.258, -2.999, 1.459], [-3.221, -1.481, 1.502], [-3.526, -2.568, 0.176], [0.113, -1.890, -0.926], [-1.508, -2.458, -1.686], [-0.965, -3.169, -0.179], [0.168, 0.218, -2.238], [1.152, 1.631, -1.957], [1.700, -0.957, -0.532], [2.188, 0.786, 0.006], [0.834, 2.541, 0.100], [-2.141, -0.469, -0.346], [1.105, -1.719, 2.491]],
  "forces_ev_per_angstrom": [[-1.00, -1.12, 1.91], [2.23, 1.51, -1.83], [-2.40, 0.84, -1.99], [-0.79, -0.97, 1.13], [-4.03, -1.95, 2.38], [0.24, 0.09, 1.42], [0.24, 1.19, -0.82], [1.45, 0.64, 0.60], [2.23, -0.86, -1.91], [-1.67, -0.44, -1.78], [-1.51, -0.66, 0.39], [2.27, 0.54, -0.44], [-0.12, -0.02, -1.30], [1.61, 0.17, 0.06], [0.38, 0.80, -0.87], [-1.29, -0.79, 2.00], [-0.47, -0.26, 0.36], [-0.70, -0.51, -0.43], [-0.15, 0.52, 0.09], [0.65, -1.04, 2.42], [-0.04, -0.25, -0.14], [-0.60, 0.99, -0.85], [-0.77, 0.03, 0.89], [0.86, 0.18, 0.22], [1.43, 0.20, -0.72], [0.84, 0.56, 0.07], [1.28, 0.89, -1.35], [-0.67, -0.03, 0.05], [0.09, 0.19, -0.55], [-0.29, 0.79, 0.97], [0.04, -1.33, -1.01], [0.79, -0.73, -0.39], [0.05, 0.24, 0.28], [-0.16, 0.61, 1.13]],
  "relative_energy_kj_mol": 164.3
}

---

Number 1: HOMO level -9.527 eV. Number 2: HOMO level -7.998 eV.